19
Properties=species:S:1:pos:R:3:lowdin_charge:R:1 method="wB97M-V/def2-TZVPD" max_force_ev_per_a=0.39 charge=+2 e_above_lowest_kcal_mol=0.2 homo_lumo_gap_ha="0.445 / 0.377" lumo_ev="-6.97 / -7.03" spin_multiplicity=5 energy_ev=-46853.4389
Fe 0.02639 0.05232 0.02828 0.820
O -1.14099 -0.03141 1.81825 -0.024
H -1.60159 0.59990 2.39104 0.118
H -1.38291 -0.90706 2.15262 0.101
O 1.13839 0.13059 -1.82669 -0.027
H 1.89116 0.70396 -2.02978 0.108
H 1.03721 -0.44352 -2.59909 0.108
O 1.88743 -0.03344 1.04715 -0.022
H 2.04844 0.34591 1.92485 0.117
H 2.67245 -0.55583 0.82522 0.116
O 0.05369 2.16986 0.11324 -0.026
H 0.82874 2.72511 -0.05207 0.110
H -0.70697 2.76902 0.10698 0.113
O -1.78557 0.09354 -1.10519 -0.026
H -2.51368 -0.43106 -0.74009 0.106
H -2.04823 0.35268 -2.00010 0.118
O -0.19448 -2.12280 0.00323 -0.029
H 0.06666 -2.72405 0.71746 0.109
H -0.27615 -2.69372 -0.77532 0.110